The following is a DFT calculation (the ωB97M-V functional and the def2-TZVPD basis) of a single C3H8N2O2 molecule at a distorted geometry.

Geometry as XYZ:
```
15
Properties=species:S:1:pos:R:3:forces:R:3:mulliken_charge:R:1
C -1.269541 0.288384 0.245448 3.7 -1.0 1.4 -0.136
C 1.286985 0.216096 -1.055539 0.2 -0.4 -0.1 -0.891
C -0.571059 0.755638 1.487263 -0.8 0.6 0.5 -0.996
N 0.114548 -0.516117 -0.606456 -6.1 0.6 0.0 0.523
O -0.899217 -0.789916 -1.538499 0.5 0.6 -4.0 -0.743
N 0.190931 -2.018216 -0.401875 4.7 0.0 3.8 0.095
O 1.319786 -2.306889 -0.039259 -2.6 -0.2 -1.7 -0.338
H -1.656771 1.067286 -0.400595 0.4 -0.3 -0.4 0.304
H -1.955743 -0.532441 0.418147 0.2 0.0 -0.3 0.287
H 1.058290 1.277089 -1.021118 0.0 0.0 0.2 0.315
H 1.534557 -0.037014 -2.089704 -0.3 -0.2 0.1 0.314
H 2.125634 -0.061102 -0.419852 0.1 0.2 0.1 0.311
H -0.077898 -0.064120 2.006485 -0.1 0.0 0.0 0.286
H 0.153016 1.544065 1.285498 0.0 0.0 0.0 0.279
H -1.353519 1.177257 2.130058 0.2 0.1 0.3 0.389
```
Forces are in eV/Å.

Values from the calculation:
Structure (SMILES): CC[N@+](C)([O-])N=O
Kohn-Sham gap (spin up / spin down) in eV: 7.53 / 7.53
E in Eh: -378.81418
Energy above the lowest of the compared OMol25 structures with the same formula, charge and spin in kcal/mol: 205.1